No. 1
13
Properties=species:S:1:pos:R:3 method="wB97M-V/def2-TZVPD" de_lowest_kj_mol=390.91 e_lumo_ha="0.0323 / 0.0323" homo_lumo_gap_ev="6.958 / 6.960" charge=0 homo_energy_ev="-6.1 / -6.1"
C -1.9676 -0.3551 0.5026
C -0.5278 -0.1603 0.1937
N 0.3186 -0.9340 -0.4339
C 1.5431 -0.2737 -0.7365
C 1.4087 1.0448 -0.0247
O 0.0397 1.0044 0.5261
H -2.1728 -0.1245 1.5561
H -2.2655 -1.3859 0.3041
H -2.5831 0.3234 -0.0998
H 2.3961 -0.9202 -0.5516
H 0.2592 -1.3479 -1.3605
H 1.4566 1.9207 -0.6903
H 2.0946 1.2083 0.8147


No. 2
110
Properties=species:S:1:pos:R:3 method="wB97M-V/def2-TZVPD" s_squared=6.001 e_lumo_ha="-0.2284 / -0.2294" homo_lumo_gap_ev="3.417 / 9.773" charge=+3 homo_energy_ev="-9.6 / -16.0" multiplicity=5
Ti -0.4558 -0.1729 -4.5065
C 0.9791 0.7724 -0.4702
C 0.4460 0.5346 -1.9376
O -0.4731 -0.2964 -2.1366
O 1.1382 1.0744 -2.7984
H 0.9567 -0.1351 0.1333
H 0.5079 1.6884 -0.1138
H 2.0422 1.0125 -0.4891
C -0.2872 -4.5499 1.2665
C -0.5153 -4.7694 -0.2262
N 0.7261 -4.7066 -1.1620
C 1.9226 -5.3414 -0.4427
C 0.4596 -5.4607 -2.4520
C 0.3460 -6.9918 -2.2661
C 1.0438 -3.1791 -1.3591
C 2.1724 -2.8502 -2.2217
O 3.5213 -3.0822 -1.8139
C 4.0014 -2.2616 -0.7215
H 0.0219 -3.5521 1.5779
H 0.3137 -5.3469 1.7045
H -1.2982 -4.5783 1.6728
H -1.3324 -4.1221 -0.5450
H -1.0664 -5.7092 -0.2604
H 2.7728 -5.4890 -1.1087
H 1.7646 -6.3730 -0.1279
H 2.3111 -4.6428 0.2983
H 1.3445 -5.2272 -3.0441
H -0.4944 -5.0427 -2.7733
H -0.2391 -7.1779 -1.3655
H 1.3526 -7.4009 -2.1801
H -0.1634 -7.4784 -3.0979
H 1.0552 -2.6984 -0.3809
H 0.1473 -2.8094 -1.8568
H 1.9859 -1.7848 -2.3570
H 2.2787 -3.1186 -3.2727
H 3.8000 -1.2018 -0.8771
H 5.0890 -2.1925 -0.7415
H 3.7646 -2.5608 0.2995
C -2.8533 -0.5111 0.9498
C -2.5917 -1.6830 1.9075
N -2.2192 -1.2484 3.3416
C -1.6716 -2.5113 4.0902
C -0.9697 -0.3404 3.2495
C -0.5119 0.1242 4.6148
C -3.3864 -0.5637 4.0934
C -4.8176 -1.1866 3.8911
O -4.6939 -2.5287 4.3293
C -5.9600 -3.1983 4.3751
H -1.9692 -0.2448 0.3706
H -3.0879 0.3968 1.5055
H -3.7242 -0.6802 0.3165
H -1.7843 -2.2645 1.4625
H -3.3256 -2.4732 2.0651
H -2.3900 -3.3310 4.0981
H -1.4209 -2.3917 5.1442
H -0.7872 -2.9798 3.6584
H -1.2169 0.4964 2.5963
H -0.2168 -0.9601 2.7624
H 0.4901 0.5444 4.5275
H -0.3132 -0.7475 5.2383
H -1.2045 0.7634 5.1623
H -3.4785 0.4430 3.6859
H -3.2142 -0.5562 5.1697
H -4.9719 -1.1762 2.8121
H -5.4752 -0.4922 4.4140
H -6.4532 -3.0734 3.4112
H -6.6908 -2.8275 5.0939
H -5.7524 -4.2192 4.6957
C -4.5607 3.4560 -1.5945
N -3.0607 3.5686 -1.5314
C -2.8362 4.8695 -0.7955
C -2.5416 2.5089 -0.5252
C -2.4337 3.5190 -2.9428
C -0.9872 3.8050 -3.0115
O -0.7568 5.1702 -2.6685
H -5.0361 4.2784 -2.1291
H -5.0473 3.4590 -0.6192
H -4.9075 2.4863 -1.9516
H -3.4268 5.1734 0.0688
H -2.9753 5.7133 -1.4714
H -1.7769 4.8920 -0.5396
H -3.0331 2.7049 0.4278
H -1.4830 2.6832 -0.3328
H -2.6336 1.4354 -0.6899
H -2.9576 4.1277 -3.6798
H -2.6009 2.5314 -3.3729
H -0.7140 3.4975 -4.0209
H -0.3259 3.1884 -2.4027
H 0.0442 5.5513 -3.0358
C 5.3229 3.3284 0.0657
N 5.0059 4.5794 -0.7530
C 3.6278 5.1438 -0.2188
C 6.1716 5.5462 -0.5344
C 4.9808 4.2180 -2.2793
C 3.7771 3.3399 -2.7030
O 3.9119 1.9619 -2.3404
H 5.5451 3.6177 1.0929
H 6.0382 2.6905 -0.4535
H 4.3405 2.8566 0.0446
H 3.6847 5.4453 0.8272
H 2.7185 4.6524 -0.5650
H 3.6228 6.0777 -0.7809
H 7.0507 5.0222 -0.9095
H 6.3530 5.6615 0.5342
H 5.9639 6.4981 -1.0231
H 5.9219 3.6907 -2.4357
H 5.0620 5.1879 -2.7700
H 3.8182 3.2300 -3.7866
H 2.7795 3.7649 -2.5925
H 3.0762 1.5103 -2.4793


No. 3
31
Properties=species:S:1:pos:R:3 method="wB97M-V/def2-TZVPD" smiles="CCOCC[C@@H]1OS(=O)(=O)O[C@@H]1OCC" de_lowest_kj_mol=0.00 e_lumo_ha=0.0233 homo_lumo_gap_ev=10.360 charge=0 homo_energy_ev=-9.7
C -1.4951 3.0894 0.0373
C -1.8516 2.2464 1.2596
O -2.4128 0.9889 0.9414
C -1.5690 0.1403 0.1843
C -1.4614 -1.2327 0.8806
C -0.0473 -1.6413 1.2396
O 0.4719 -0.6433 2.1378
S 2.0085 -0.3705 1.8802
O 2.2635 1.0154 1.9814
O 2.7790 -1.3240 2.5959
O 1.9865 -0.7704 0.3435
C 0.9606 -1.7411 0.0637
O 0.3516 -1.4566 -1.1255
C 1.2080 -1.5189 -2.2666
C 1.6602 -0.1319 -2.7050
H -1.4887 4.1460 0.2949
H -2.2075 2.8997 -0.7640
H -0.5004 2.8415 -0.3389
H -0.9779 2.1229 1.9084
H -2.6123 2.7637 1.8437
H -0.5767 0.5755 0.0846
H -1.9998 0.0132 -0.8081
H -1.9169 -2.0247 0.2895
H -2.0226 -1.1479 1.8100
H -0.0459 -2.6093 1.7432
H 1.4424 -2.7221 0.0283
H 2.0812 -2.1359 -2.0393
H 0.6512 -2.0133 -3.0596
H 1.8981 -0.1288 -3.7669
H 2.5493 0.1732 -2.1556
H 0.8739 0.5965 -2.5186


No. 4
14
Properties=species:S:1:pos:R:3 method="wB97M-V/def2-TZVPD" smiles="O=CCCCS" de_lowest_kj_mol=113.34 e_lumo_ha=0.0317 homo_lumo_gap_ev=10.067 charge=0 homo_energy_ev=-9.2
O -0.7280 -2.2285 -1.9498
C -1.1804 -2.2249 -0.8367
C -0.7013 -1.3662 0.3313
C 0.0921 -0.1328 -0.2368
C 0.8808 0.5699 0.8677
S 0.7221 2.4161 0.7592
H -2.2467 -2.5246 -0.7523
H -1.5901 -1.0480 0.8731
H 0.0792 -1.8092 0.9571
H -0.6476 0.6360 -0.4842
H 0.5803 -0.4778 -1.1381
H 0.3525 0.3162 1.7907
H 1.8979 0.1945 0.9678
H 1.9316 2.6314 1.3039


No. 5
10
Properties=species:S:1:pos:R:3 method="wB97M-V/def2-TZVPD" smiles="NC(=S)CO" de_lowest_kj_mol=237.93 e_lumo_ha=0.0076 homo_lumo_gap_ev=8.559 charge=0 homo_energy_ev=-8.4
N 0.3510 1.3616 -0.0778
C 0.8203 0.1523 -0.0522
S 2.3535 -0.5385 -0.0432
C -0.2661 -0.8420 -0.0795
O -1.5828 -0.6203 -0.1484
H -0.6979 1.4111 0.0741
H 1.0482 2.2036 -0.2031
H -0.2279 -1.3123 -1.1651
H -0.1019 -1.4960 0.7766
H -1.6964 -0.3194 0.9186


No. 6
12
Properties=species:S:1:pos:R:3 method="wB97M-V/def2-TZVPD" de_lowest_kj_mol=652.27 e_lumo_ha="-0.0257 / -0.0257" homo_lumo_gap_ev="8.471 / 8.472" charge=0 homo_energy_ev="-9.2 / -9.2"
O -1.4455 -1.6924 1.1920
C -1.0986 -0.6641 0.7867
C -0.2704 0.4824 0.7128
C 1.1959 0.8170 0.4422
C 0.3242 0.3813 -0.7008
C 0.7129 -0.9492 -1.1271
N 1.0325 -1.9891 -1.5303
H -1.8280 -0.1462 -0.7226
H -0.8975 1.3744 0.7550
H 2.0231 0.1722 0.7289
H 1.3554 1.8729 0.6455
H -1.1039 0.3409 -1.1823


No. 7
16
Properties=species:S:1:pos:R:3 method="wB97M-V/def2-TZVPD" smiles=CC.CC de_lowest_kj_mol=11.67 e_lumo_ha=0.0417 homo_lumo_gap_ev=12.628 charge=0 homo_energy_ev=-11.5
C -2.3797 -1.2547 -1.0296
C -1.7401 0.1146 -1.0612
H -1.6307 -2.0278 -0.8154
H -3.1293 -1.3766 -0.2577
H -2.8312 -1.5434 -1.9849
H -1.0337 0.2030 -1.8825
H -2.5177 0.8880 -1.1350
H -1.2888 0.4295 -0.1162
C 2.6592 0.5485 1.5366
C 1.4924 0.6018 0.5634
H 2.3593 0.4867 2.5759
H 3.2853 -0.3036 1.3055
H 3.2332 1.4706 1.4323
H 0.7744 1.4102 0.7352
H 0.9180 -0.3340 0.6049
H 1.8295 0.6872 -0.4714


No. 8
104
Properties=species:S:1:pos:R:3 method="wB97M-V/def2-TZVPD" e_lumo_ha=0.0885 homo_lumo_gap_ev=7.336 charge=-1 homo_energy_ev=-4.9
C 4.8695 1.1840 4.5900
C 5.2639 0.5975 3.2068
C 4.4719 1.2653 2.1014
O 4.9950 1.8086 1.1524
O 3.1529 1.2160 2.3286
C 2.2773 1.1939 1.1673
C 0.8598 1.5738 1.5768
Al -0.5637 0.3334 0.8989
Br -0.2878 -0.0016 -1.4802
C -2.3531 1.2001 1.2044
C -2.3397 1.9380 2.5486
C -3.6034 2.7270 2.8931
C -4.9092 1.9644 3.2374
C -4.8282 0.4836 3.6434
N -5.2346 -0.4649 2.5865
C -0.3766 -1.5074 1.7245
Br -2.0682 -2.1551 2.4948
C 0.6958 -1.5853 2.8121
C 1.0521 -3.0255 3.2374
H 5.7606 1.5529 5.0933
H 4.3963 0.4307 5.2145
H 4.1671 2.0056 4.4818
H 5.0843 -0.4744 3.1889
H 6.3001 0.8563 3.0131
H 2.3334 0.2119 0.6900
H 2.6235 1.9131 0.4285
H 0.6139 2.5730 1.2141
H 0.7834 1.5600 2.6672
H -2.4760 1.9368 0.4028
H -3.1033 0.4079 1.1611
H -2.0346 1.2456 3.3410
H -1.5400 2.6824 2.4883
H -3.3817 3.4346 3.6975
H -3.8127 3.3450 2.0148
H -5.6370 2.0737 2.4320
H -5.3484 2.4962 4.0867
H -3.8601 0.2109 4.0609
H -5.5606 0.3506 4.4437
H -6.2034 -0.7115 2.7437
H -5.2334 -0.0012 1.6862
H -0.1045 -2.2272 0.9491
H 0.3358 -1.0596 3.6991
H 1.6112 -1.0815 2.4953
H 2.0079 -3.3250 2.8083
H 1.0903 -3.1129 4.3239
H 0.3151 -3.7497 2.8946
O -1.4987 4.1766 -1.3497
P -2.2253 4.9700 -2.3568
N -3.6142 5.5461 -1.5654
C -4.9741 5.6506 -2.0361
C -3.3088 6.5081 -0.5249
N -2.6292 3.7982 -3.5721
C -3.8721 3.0423 -3.5185
C -1.4995 2.8903 -3.8038
N -1.9279 6.2788 -3.4352
C -2.6398 6.3132 -4.6963
C -0.5096 6.6041 -3.6217
H -5.1695 6.5773 -2.6009
H -5.6474 5.6451 -1.1740
H -5.2652 4.8075 -2.6450
H -3.2088 7.5312 -0.9196
H -2.3791 6.2409 -0.0207
H -4.0955 6.5034 0.2322
H -4.0906 2.6273 -2.5261
H -3.8143 2.2140 -4.2264
H -4.7162 3.6464 -3.8489
H -1.4337 2.1075 -3.0460
H -0.5533 3.4345 -3.7967
H -1.6050 2.4278 -4.7888
H -2.2777 5.5701 -5.4130
H -2.5024 7.3117 -5.1223
H -3.7101 6.1685 -4.5594
H 0.0171 5.8536 -4.2264
H -0.0068 6.6675 -2.6559
H -0.4050 7.5742 -4.1119
O 1.6915 -5.5861 0.6315
P 2.4479 -5.7436 -0.6219
N 2.1977 -7.3465 -1.1248
C 3.1243 -8.3007 -1.6843
C 0.8263 -7.5967 -1.5283
N 4.0983 -5.4990 -0.1101
C 4.9350 -6.6034 0.3273
C 4.1675 -4.3988 0.8506
N 2.5800 -4.9544 -2.1307
C 3.8645 -4.9444 -2.8012
C 1.9439 -3.6245 -2.1781
H 3.2472 -8.1999 -2.7748
H 2.7518 -9.3108 -1.4897
H 4.0991 -8.2499 -1.2220
H 0.6455 -7.3224 -2.5780
H 0.1353 -7.0312 -0.9020
H 0.5851 -8.6538 -1.3986
H 4.4337 -7.2821 1.0314
H 5.8262 -6.2044 0.8159
H 5.3054 -7.1786 -0.5196
H 3.8786 -4.7063 1.8614
H 3.5073 -3.5812 0.5582
H 5.1874 -4.0067 0.8747
H 4.5891 -4.2743 -2.3298
H 3.6922 -4.6107 -3.8280
H 4.2999 -5.9414 -2.8575
H 2.5096 -2.8693 -1.6194
H 0.9398 -3.6666 -1.7554
H 1.8514 -3.2886 -3.2115